Computed, not measured: C31H27F3O2S2TeV as an isolated structure in a non-equilibrium geometry, with wB97M-V/def2-TZVPD.

```
67
Properties=species:S:1:pos:R:3:forces:R:3
V -0.361 -0.874 -1.314 0.55 0.68 -0.65
O -0.708 0.891 -2.481 0.07 -0.04 0.04
S -0.526 2.363 -2.725 0.03 0.13 -0.03
C -1.979 3.210 -2.043 -0.06 -0.16 0.00
C -2.283 3.037 -0.549 0.06 0.02 0.02
C -3.569 2.257 -0.246 0.05 0.02 -0.02
C -3.484 0.766 -0.524 0.01 0.01 0.01
S -2.426 -0.203 0.572 -0.07 -0.15 0.08
O -1.022 0.331 0.273 0.01 -0.59 0.12
C -2.809 0.431 2.189 -0.08 0.09 -0.08
C -3.962 -0.042 2.805 -0.01 0.08 0.01
C -4.262 0.390 4.087 0.00 0.00 -0.02
C -3.403 1.264 4.742 -0.03 -0.01 0.01
C -2.247 1.712 4.120 0.04 0.02 -0.01
C -1.939 1.295 2.832 -0.03 0.03 -0.01
C 0.722 2.951 -1.587 0.00 0.01 0.06
C 0.841 4.307 -1.297 -0.02 0.01 -0.02
C 1.857 4.732 -0.459 0.02 0.00 0.02
C 2.756 3.813 0.072 0.00 -0.02 -0.01
C 2.641 2.468 -0.242 0.00 0.00 0.00
C 1.623 2.030 -1.080 0.00 0.01 0.00
H -2.787 2.846 -2.683 -0.01 0.00 0.02
H -1.821 4.256 -2.313 -0.01 0.00 -0.04
H -2.374 4.024 -0.093 0.01 0.02 -0.06
H -1.434 2.556 -0.065 -0.03 0.00 0.05
H -4.398 2.645 -0.845 0.05 0.08 -0.01
H -3.842 2.434 0.797 -0.02 -0.07 0.00
H -3.018 0.550 -1.492 -0.12 -0.07 -0.04
H -4.455 0.266 -0.521 -0.02 0.05 0.08
H -4.613 -0.740 2.291 0.02 -0.02 0.01
H -5.157 0.033 4.578 0.01 0.00 0.01
H -3.632 1.587 5.749 0.00 0.01 -0.01
H -1.578 2.386 4.639 0.00 -0.01 0.01
H -1.035 1.617 2.332 0.01 -0.01 0.01
H 0.155 5.032 -1.716 0.00 0.00 0.01
H 1.951 5.783 -0.222 0.00 0.00 -0.01
H 3.551 4.151 0.723 0.00 0.00 0.00
H 3.343 1.744 0.152 0.00 0.00 0.00
H 1.557 0.979 -1.331 0.01 -0.01 -0.02
F 9.122 -1.754 0.028 -0.03 0.03 0.05
C 8.268 -1.266 0.943 0.03 0.00 0.00
F 8.473 -1.955 2.086 0.00 0.04 -0.05
F 8.651 0.006 1.198 -0.01 -0.06 -0.01
C 6.840 -1.336 0.497 0.01 -0.02 -0.01
C 5.841 -0.989 1.399 -0.04 0.01 0.03
C 4.516 -1.024 1.011 0.01 0.01 0.00
C 4.162 -1.402 -0.291 0.06 0.04 -0.07
C 5.179 -1.754 -1.183 -0.01 -0.01 0.02
C 6.507 -1.723 -0.792 -0.01 0.00 -0.02
C 2.794 -1.404 -0.703 0.02 -0.14 -0.02
C 1.625 -1.407 -1.056 -0.26 0.07 0.34
H 6.101 -0.698 2.409 0.02 0.00 -0.01
H 3.734 -0.763 1.711 0.00 0.00 0.00
H 4.913 -2.052 -2.188 0.00 0.00 0.00
H 7.282 -1.999 -1.494 0.02 0.01 0.02
Te -1.780 -2.110 -3.192 -0.26 -0.05 0.28
C -2.712 -3.775 -2.268 0.00 -0.10 -0.08
C -2.932 -3.834 -0.894 0.05 0.00 0.01
C -3.570 -4.923 -0.317 0.00 0.01 0.00
C -4.006 -5.978 -1.106 0.01 0.01 0.00
C -3.795 -5.930 -2.476 0.01 0.00 -0.02
C -3.154 -4.840 -3.051 -0.01 0.01 0.00
H -2.589 -3.020 -0.266 0.00 0.00 0.01
H -3.724 -4.946 0.756 0.01 -0.01 0.00
H -4.498 -6.832 -0.657 -0.01 0.00 0.00
H -4.126 -6.746 -3.107 0.00 0.00 0.01
H -2.995 -4.820 -4.122 0.01 0.00 0.00
```
Positions in Å, forces in eV/Å.

Computed properties:
**<S²>**: 0.76
**Energy relative to the best compared isomer or geometry (same formula, charge and spin)**: 19.6 kJ/mol
**Energy**: -3655.8344 a.u.
**Multiplicity**: 2
**Kohn-Sham gap (spin up / spin down)**: 6.600 / 6.218 eV
**E_HOMO (spin up / spin down)**: -6.55 / -6.17 eV
**E_LUMO (spin up / spin down)**: 0.049 / 0.050 eV

***

Computed, not measured: a 2-piece molecular cluster, C31H27N3O3S2 overall in a non-equilibrium geometry, with wB97M-V/def2-TZVPD.

```
66
Properties=species:S:1:pos:R:3:forces:R:3
C -4.386 0.340 2.530 -0.16 0.05 -0.06
C -2.913 0.324 2.251 0.27 0.02 -0.09
C -2.256 -0.898 2.099 0.25 -0.08 -0.10
C -0.875 -0.956 1.950 -0.05 0.09 0.27
C -0.148 0.236 1.994 -0.07 0.08 -0.11
S 1.626 0.175 2.061 0.33 -0.14 1.52
N 1.854 -0.430 3.814 -0.31 0.34 -1.69
C 2.988 -0.752 4.148 2.14 -0.04 -0.66
O 4.110 -1.044 4.384 -2.37 0.57 -0.46
O 2.100 -0.854 1.181 -0.07 0.32 0.49
O 2.159 1.511 2.032 -0.33 -0.91 -0.13
C -0.796 1.474 1.969 0.16 -0.16 0.33
C -2.180 1.505 2.118 -0.07 -0.11 -0.06
H -4.750 1.365 2.607 -0.06 -0.12 0.01
H -4.935 -0.169 1.730 0.03 0.09 0.11
H -4.609 -0.185 3.466 0.05 0.12 -0.15
H -2.850 -1.812 2.102 0.23 0.13 0.02
H -0.365 -1.908 1.819 -0.04 0.19 0.17
H -0.219 2.390 1.854 -0.09 -0.22 0.21
H -2.717 2.453 2.142 0.25 -0.14 0.00
C -1.785 0.639 10.689 0.15 -0.05 -0.05
C -0.648 1.422 10.937 -0.07 -0.12 -0.25
C 0.485 1.276 10.133 -0.33 -0.26 0.06
C 0.498 0.335 9.099 0.24 -0.04 -0.33
C 1.769 0.180 8.268 0.03 0.11 0.20
C 1.830 1.107 7.059 -0.23 -0.05 0.04
C 3.083 1.525 6.598 -0.04 0.21 0.10
C 3.183 2.387 5.511 -0.17 -0.13 -0.11
C 2.026 2.765 4.820 -0.01 0.10 0.20
C 0.776 2.333 5.263 0.13 -0.02 0.06
C 0.674 1.520 6.395 0.29 -0.02 -0.11
C 2.032 -1.285 7.858 -0.02 -0.23 -0.69
C 2.062 -2.204 9.069 -0.12 0.29 0.66
C 2.656 -3.561 8.767 0.23 -0.07 -0.49
N 3.897 -3.392 8.004 -0.12 -1.00 0.46
C 4.922 -4.344 7.956 -0.22 0.17 0.32
C 5.986 -3.925 7.153 0.28 -0.68 0.19
C 7.122 -4.725 7.028 -0.39 0.03 0.15
C 7.169 -5.948 7.711 -0.20 0.09 0.02
C 6.091 -6.366 8.506 0.01 0.35 -0.21
C 4.953 -5.558 8.640 0.25 0.00 -0.17
S 5.643 -2.396 6.391 0.03 0.14 0.00
C 4.075 -2.296 7.209 -0.96 1.04 0.01
N 3.262 -1.312 7.067 0.72 -0.74 0.23
C -0.639 -0.438 8.842 -0.25 0.24 0.38
C -1.780 -0.291 9.643 0.27 0.07 -0.15
H -2.672 0.743 11.317 0.29 -0.01 -0.19
H -0.640 2.150 11.750 -0.07 -0.23 -0.23
H 1.382 1.876 10.303 -0.31 -0.14 0.02
H 2.606 0.469 8.926 -0.16 -0.14 -0.18
H 3.974 1.148 7.107 -0.29 0.29 -0.20
H 4.164 2.744 5.190 -0.32 -0.15 0.01
H 2.106 3.395 3.936 -0.04 -0.13 0.24
H -0.128 2.624 4.728 0.22 -0.03 0.12
H -0.300 1.182 6.754 0.24 0.19 -0.14
H 1.213 -1.603 7.180 0.27 0.12 0.22
H 2.641 -1.717 9.869 -0.04 -0.10 -0.17
H 1.046 -2.334 9.459 0.25 -0.02 -0.01
H 2.895 -4.098 9.689 -0.07 0.06 -0.07
H 1.932 -4.160 8.193 0.24 -0.01 0.05
H 7.939 -4.377 6.400 -0.05 -0.22 0.14
H 8.050 -6.583 7.616 -0.25 0.19 0.03
H 6.132 -7.326 9.022 0.01 0.28 -0.14
H 4.105 -5.854 9.256 0.28 -0.05 -0.15
H -0.635 -1.162 8.019 -0.06 0.29 0.36
H -2.654 -0.913 9.432 0.24 0.29 0.17
```
Positions in Å, forces in eV/Å.

Computed properties:
**Energy relative to the best compared isomer or geometry (same formula, charge and spin)**: 0.0 kJ/mol
**Energy**: -2383.8717 a.u.
**Kohn-Sham gap**: 7.652 eV
**E_HOMO**: -7.62 eV
**E_LUMO**: 0.035 eV
**SMILES string**: c1ccc(C(c2ccccc2)[C@@H]2CCN3C(=N2)Sc2ccccc23)cc1.Cc1ccc(S(=O)(=O)N=C=O)cc1

***

Computed, not measured: C31H28Br59F3N2 as an isolated structure in a non-equilibrium geometry, with wB97M-V/def2-TZVPD.

```
123
Properties=species:S:1:pos:R:3:forces:R:3
F -3.776 1.878 -2.756 0.16 3.48 0.52
C -3.747 3.218 -2.282 -1.51 0.36 0.46
F -4.692 4.062 -2.972 2.54 -2.67 1.05
Br -4.387 3.222 -0.370 -1.17 0.38 -1.29
C -2.271 3.893 -2.276 0.27 1.24 -1.34
F -2.467 5.287 -2.658 0.22 -2.67 0.74
Br -1.614 3.925 -0.406 1.57 0.45 -1.53
C -1.245 3.273 -3.339 -0.41 -0.08 -0.30
C -0.580 1.874 -2.909 0.96 -0.06 -0.65
C 0.761 2.000 -2.054 1.85 -0.79 4.04
C 2.075 2.722 -2.495 0.36 -1.27 3.83
C 3.269 2.784 -1.514 -2.95 -0.99 -0.47
C 3.259 2.145 -0.062 -0.95 0.36 -2.17
N 4.461 2.293 0.715 -4.54 -3.09 2.91
C 4.251 1.702 1.997 -0.90 0.94 -1.72
C 2.958 0.973 2.481 -0.63 0.95 -2.88
N 1.805 0.808 1.663 4.49 2.16 -0.10
C 1.961 1.428 0.374 -0.12 0.37 -1.19
C 0.749 1.361 -0.621 2.05 1.73 -2.22
H -1.840 3.083 -4.314 0.76 0.39 1.62
H -0.470 4.086 -3.606 -1.19 -1.31 0.74
H -1.353 1.187 -2.406 1.31 1.16 -0.55
H -0.285 1.341 -3.896 -0.53 0.88 1.54
H 2.116 3.224 -3.515 0.13 -0.76 1.59
H 4.207 3.339 -1.867 -1.48 -1.06 0.69
H 5.138 1.777 2.756 -2.30 0.72 -2.50
H 2.933 0.545 3.548 -0.18 0.71 -1.95
H -0.195 0.824 -0.274 1.53 0.86 -0.45
C -6.359 -1.024 -1.319 0.01 -0.18 0.31
Br -5.661 0.621 -0.558 -0.64 -1.20 -0.48
Br -8.259 -1.226 -0.983 0.30 0.05 -0.11
Br -5.939 -1.179 -3.207 -0.01 0.13 0.49
H -5.857 -1.848 -0.813 -0.19 0.16 -0.17
C 5.358 6.171 1.724 -0.11 0.12 -0.14
Br 4.540 5.304 0.196 0.25 0.56 0.39
Br 4.986 5.221 3.376 0.08 0.11 -0.30
Br 7.260 6.451 1.462 -0.35 -0.07 0.04
H 4.901 7.156 1.814 0.13 -0.26 0.00
C -8.217 -2.861 3.316 -0.10 -0.05 0.03
Br -6.992 -3.526 1.967 -0.33 0.12 0.25
Br -7.517 -1.292 4.216 -0.12 -0.28 -0.23
Br -9.989 -2.546 2.591 0.37 0.09 0.13
H -8.315 -3.643 4.069 0.06 0.20 -0.22
C -3.869 -5.128 4.110 -0.08 -0.10 -0.09
Br -2.270 -5.858 4.930 -0.31 0.19 -0.15
Br -5.019 -4.266 5.414 0.24 -0.12 -0.23
Br -3.446 -3.947 2.631 0.11 -0.21 0.34
H -4.427 -5.967 3.698 0.15 0.24 0.11
C 9.888 7.195 4.974 -0.03 -0.05 -0.18
Br 11.266 7.084 6.336 -0.29 0.03 -0.16
Br 8.379 6.048 5.381 0.32 0.27 -0.03
Br 9.336 9.027 4.654 0.10 -0.38 0.11
H 10.327 6.828 4.047 -0.11 0.10 0.27
C -6.268 -2.073 -7.148 -0.14 0.08 -0.04
Br -6.348 -2.813 -8.939 0.04 0.06 0.35
Br -7.253 -3.158 -5.877 0.16 0.09 -0.43
Br -4.440 -1.769 -6.574 -0.32 -0.09 -0.09
H -6.757 -1.101 -7.183 0.14 -0.27 0.02
C -9.015 -6.404 -9.983 -0.09 -0.09 0.07
Br -7.411 -7.129 -9.170 -0.30 0.21 -0.16
Br -10.163 -5.548 -8.674 0.29 -0.14 -0.28
Br -8.601 -5.221 -11.465 -0.05 -0.16 0.29
H -9.573 -7.244 -10.393 0.17 0.25 0.09
C 7.255 -0.517 4.387 0.08 -0.14 0.07
Br 5.513 0.252 4.006 1.50 -1.71 1.52
Br 7.630 -0.549 6.292 -0.06 -0.03 -0.28
Br 7.461 -2.269 3.583 -0.14 0.53 0.27
H 7.997 0.134 3.927 -0.23 -0.14 0.14
C 2.626 8.992 -0.901 -0.12 0.08 0.06
Br 2.511 8.234 -2.683 0.05 0.07 0.30
Br 1.670 7.914 0.395 0.20 0.20 -0.25
Br 4.465 9.308 -0.367 -0.31 -0.11 -0.10
H 2.133 9.963 -0.934 0.15 -0.28 0.00
C 11.612 -1.232 6.675 -0.09 0.06 0.16
Br 11.985 0.441 5.765 -0.06 -0.33 0.15
Br 11.878 -2.761 5.512 -0.02 0.30 0.23
Br 12.620 -1.397 8.324 -0.62 0.52 -0.26
H 10.557 -1.218 6.947 0.28 -0.02 -0.13
C -11.465 -5.573 0.269 0.02 -0.08 -0.07
Br -10.748 -6.160 1.973 -0.14 0.05 -0.35
Br -13.071 -4.507 0.492 0.38 -0.05 -0.01
Br -10.132 -4.652 -0.798 -0.25 -0.13 0.25
H -11.751 -6.469 -0.281 0.05 0.21 0.19
C -10.772 -1.447 -11.119 0.10 -0.05 -0.04
Br -10.235 -1.599 -9.262 -0.16 0.05 -0.34
Br -12.234 -2.649 -11.547 0.27 0.25 0.12
Br -11.180 0.386 -11.605 0.04 -0.36 0.12
H -9.920 -1.755 -11.724 -0.24 0.08 0.18
C -0.424 9.054 -5.564 0.06 0.05 0.11
Br -1.721 9.338 -4.149 0.25 -0.09 -0.31
Br -0.308 7.185 -6.072 -0.03 0.35 0.05
Br -0.765 10.197 -7.094 0.03 -0.26 0.28
H 0.549 9.337 -5.166 -0.27 -0.08 -0.10
C 16.155 -4.123 8.899 0.07 -0.18 -0.15
Br 14.732 -3.781 7.626 0.67 -0.47 0.19
Br 17.460 -2.688 8.923 -0.29 -0.24 0.01
Br 15.460 -4.495 10.672 0.10 0.12 -0.33
H 16.674 -5.020 8.565 -0.12 0.26 0.14
C 15.223 7.052 6.240 -0.07 0.01 0.03
Br 15.630 8.732 5.359 -0.06 -0.35 0.17
Br 15.464 5.538 5.052 -0.02 0.31 0.23
Br 16.226 6.841 7.888 -0.16 0.04 -0.35
H 14.169 7.081 6.510 0.30 0.00 -0.10
C -0.525 4.213 -9.378 -0.17 0.05 -0.08
Br -0.114 5.884 -10.272 -0.03 -0.36 0.22
Br -0.292 2.688 -10.554 0.01 0.32 0.26
Br 0.480 4.012 -7.730 -0.12 -0.01 -0.28
H -1.579 4.248 -9.106 0.31 -0.01 -0.06
C -13.479 -9.322 1.461 -0.07 -0.12 -0.04
Br -12.911 -9.076 3.300 -0.13 -0.03 -0.31
Br -14.679 -7.912 0.884 0.32 -0.29 0.15
Br -11.970 -9.520 0.258 -0.27 0.08 0.24
H -14.041 -10.254 1.423 0.18 0.26 0.02
C 9.291 -6.093 5.024 -0.06 -0.11 0.01
Br 10.930 -6.767 5.813 -0.30 0.20 -0.15
Br 8.155 -5.234 6.341 0.27 -0.11 -0.26
Br 9.646 -4.931 3.512 0.05 -0.41 0.22
H 8.743 -6.954 4.643 0.16 0.25 0.11
C -9.688 -10.892 4.768 -0.11 0.02 -0.01
Br -9.554 -11.784 3.051 0.00 0.19 0.35
Br -9.501 -12.136 6.244 0.01 0.24 -0.30
Br -8.444 -9.410 4.910 -0.22 -0.29 -0.04
H -10.692 -10.472 4.830 0.28 -0.12 -0.04
```
Positions in Å, forces in eV/Å.

Computed properties:
**Energy relative to the best compared isomer or geometry (same formula, charge and spin)**: 0.0 kJ/mol
**Energy**: -153473.4724 a.u.
**Kohn-Sham gap**: 7.517 eV
**E_HOMO**: -8.53 eV
**E_LUMO**: -1.012 eV